# 1
{
  "formula": "C17H23NO3S",
  "method": "ωB97M-V/def2-TZVPD",
  "homo_ev": -8.752,
  "de_lowest_ev": 0.147,
  "spin_multiplicity": 1,
  "smiles": "CCOC(=O)[C@H]1CCCN(C(=O)CSCc2ccccc2)C1",
  "elements": ["C", "C", "O", "C", "O", "C", "C", "C", "C", "N", "C", "O", "C", "S", "C", "C", "C", "C", "C", "C", "C", "C", "H", "H", "H", "H", "H", "H", "H", "H", "H", "H", "H", "H", "H", "H", "H", "H", "H", "H", "H", "H", "H", "H", "H"],
  "coordinates": [[1.64809, 1.36828, 2.86843], [0.48038, 1.82109, 2.00423], [0.52158, 1.18137, 0.72581], [1.29660, 1.73292, -0.20793], [1.86429, 2.78521, -0.07527], [1.38136, 0.89213, -1.47495], [2.85679, 0.77181, -1.87669], [3.58699, -0.10890, -0.86617], [2.89742, -1.46587, -0.75695], [1.50074, -1.30914, -0.39920], [1.04348, -1.87891, 0.73470], [1.78055, -2.45792, 1.51242], [-0.44219, -1.78007, 1.03282], [-1.46100, -2.59330, -0.24674], [-3.05763, -1.72324, 0.05171], [-2.91987, -0.25226, -0.15452], [-2.68213, 0.25638, -1.42808], [-2.48726, 1.61162, -1.61766], [-2.53093, 2.47869, -0.53778], [-2.77760, 1.98370, 0.73023], [-2.96349, 0.62495, 0.92258], [0.75542, -0.50114, -1.33191], [1.68193, 0.28166, 2.91493], [1.53614, 1.76519, 3.87314], [2.58354, 1.73240, 2.45030], [0.50251, 2.90558, 1.85882], [-0.47425, 1.52341, 2.44193], [0.83626, 1.44388, -2.24876], [2.92490, 0.32889, -2.87241], [3.30486, 1.76567, -1.90682], [3.58520, 0.37732, 0.11096], [4.62414, -0.25358, -1.17053], [2.95331, -1.98856, -1.71989], [3.36593, -2.08235, 0.01167], [-0.75417, -0.73844, 1.09268], [-0.62120, -2.28530, 1.98296], [-3.38465, -1.96692, 1.06228], [-3.73702, -2.17196, -0.67174], [-2.64341, -0.42380, -2.26703], [-2.30094, 1.99382, -2.61051], [-2.37484, 3.53668, -0.68539], [-2.82211, 2.65651, 1.57423], [-3.15456, 0.24200, 1.91592], [0.77833, -0.99155, -2.31412], [-0.28153, -0.40560, -1.02451]],
  "lowdin_charge": [-0.042, -0.205, -0.028, -0.466, 0.123, -0.178, -0.146, -0.147, -0.128, -0.046, -0.524, 0.048, -0.354, 0.900, -0.406, -0.321, -0.065, -0.078, -0.082, -0.090, -0.058, -0.129, 0.077, 0.079, 0.078, 0.125, 0.111, 0.156, 0.120, 0.116, 0.118, 0.116, 0.133, 0.122, 0.056, 0.091, 0.081, 0.080, 0.119, 0.106, 0.106, 0.107, 0.118, 0.141, 0.066]
}

---

# 2
{
  "formula": "C17H23NO5S",
  "method": "ωB97M-V/def2-TZVPD",
  "homo_ev": -8.832,
  "de_lowest_ev": 2.901,
  "spin_multiplicity": 1,
  "smiles": "COC(=O)COc1ccc(S(=O)(=O)NCCC2=CCCCC2)cc1",
  "elements": ["C", "O", "C", "O", "C", "O", "C", "C", "C", "C", "S", "O", "O", "N", "C", "C", "C", "C", "C", "C", "C", "C", "C", "C", "H", "H", "H", "H", "H", "H", "H", "H", "H", "H", "H", "H", "H", "H", "H", "H", "H", "H", "H", "H", "H", "H", "H"],
  "coordinates": [[5.56189, 0.57702, 0.32314], [5.14671, 0.69532, -1.03514], [4.16006, -0.11722, -1.41978], [3.60582, -0.90347, -0.70528], [3.84902, 0.09939, -2.90005], [2.72782, -0.62452, -3.32775], [1.50846, -0.33385, -2.80031], [1.24082, 0.73103, -1.94395], [-0.05041, 0.93180, -1.48519], [-1.06312, 0.08420, -1.88081], [-2.71435, 0.31744, -1.25585], [-2.74615, 1.52679, -0.47600], [-3.67587, 0.16962, -2.30747], [-2.86090, -1.05297, -0.30239], [-2.12951, -1.02905, 0.94505], [-2.81804, -0.21636, 2.05021], [-1.95100, -0.08663, 3.27035], [-2.24747, -0.68804, 4.41442], [-1.42713, -0.58766, 5.66405], [-0.04785, 0.00383, 5.38949], [-0.18360, 1.21464, 4.47371], [-0.72212, 0.76796, 3.11742], [-0.81360, -0.97196, -2.73869], [0.46827, -1.18047, -3.19903], [5.92925, -0.43175, 0.51857], [4.72573, 0.78395, 0.99340], [6.35440, 1.30734, 0.46045], [4.68850, -0.28776, -3.48541], [3.75535, 1.17460, -3.10059], [2.02155, 1.40176, -1.62159], [-0.28723, 1.74904, -0.82196], [-3.82743, -1.32741, -0.20875], [-1.15623, -0.59536, 0.70772], [-1.97658, -2.06148, 1.27510], [-3.03635, 0.77425, 1.64516], [-3.76189, -0.70178, 2.31041], [-3.14895, -1.28132, 4.49690], [-1.96341, 0.04138, 6.38336], [-1.33090, -1.57783, 6.11767], [0.43159, 0.28478, 6.32935], [0.57939, -0.74489, 4.90108], [-0.87472, 1.93053, 4.92292], [0.78201, 1.70887, 4.34837], [0.05069, 0.19563, 2.59344], [-0.96187, 1.63471, 2.49720], [-1.63161, -1.60914, -3.03198], [0.70174, -1.99381, -3.86685]],
  "lowdin_charge": [-0.038, -0.033, -0.495, 0.147, -0.086, -0.013, -0.248, 0.005, -0.045, -0.295, 0.655, -0.299, -0.291, -0.137, -0.229, -0.149, -0.253, -0.058, -0.198, -0.208, -0.199, -0.156, -0.041, 0.024, 0.099, 0.098, 0.094, 0.149, 0.143, 0.116, 0.116, 0.111, 0.106, 0.130, 0.100, 0.117, 0.107, 0.114, 0.108, 0.106, 0.116, 0.119, 0.107, 0.120, 0.121, 0.120, 0.124]
}

---

# 3
{
  "formula": "C17H23OSi",
  "method": "ωB97M-V/def2-TZVPD",
  "homo_ev": -10.911,
  "de_lowest_ev": 0.583,
  "spin_multiplicity": 1,
  "charge": 1,
  "elements": ["C", "O", "C", "C", "C", "C", "C", "C", "C", "H", "H", "H", "H", "H", "H", "H", "H", "H", "C", "Si", "C", "C", "C", "C", "C", "C", "C", "C", "H", "H", "H", "H", "H", "H", "H", "H", "H", "H", "H", "H", "H", "H"],
  "coordinates": [[3.45705, -2.83306, 0.11850], [4.13535, -1.61672, 0.50802], [3.65603, -0.53779, -0.28376], [3.98032, 0.83647, 0.27442], [4.22100, 1.85501, -0.65294], [4.48848, 3.15416, -0.21687], [4.49241, 3.43901, 1.15493], [4.19993, 2.42663, 2.07815], [3.94166, 1.12149, 1.64215], [3.55151, -3.54177, 0.94627], [2.38576, -2.65275, -0.10945], [3.90218, -3.26714, -0.79760], [4.05085, -0.59085, -1.32255], [4.19551, 1.57810, -1.70486], [4.68602, 3.92562, -0.96052], [4.71792, 4.45804, 1.48929], [4.19307, 2.65993, 3.14634], [3.71724, 0.32956, 2.36359], [-1.74480, -2.65795, -0.71759], [-2.36373, -0.92219, -0.99396], [-1.94631, 0.08124, -2.49870], [-1.79364, 0.08200, 0.49921], [-3.28860, 0.19065, 0.65984], [-4.01436, -0.82936, 1.32158], [-5.36693, -0.97622, 1.05864], [-6.03198, -0.05396, 0.23911], [-5.35225, 1.07913, -0.22314], [-4.00433, 1.24796, 0.04773], [2.59143, -0.60650, -0.33216], [-2.56394, -3.32500, -0.40076], [-1.31353, -3.06325, -1.64660], [-0.94061, -2.64909, 0.04048], [-2.85560, 0.44264, -2.99674], [-1.30139, 0.92896, -2.22944], [-1.38653, -0.54271, -3.20637], [-1.26792, -0.52183, 1.24542], [-1.26473, 0.98792, 0.18865], [-3.46267, -1.53757, 1.93973], [-5.90178, -1.83649, 1.46321], [-7.07736, -0.19921, -0.00315], [-5.87563, 1.82391, -0.82609], [-3.44514, 2.11297, -0.30200]],
  "lowdin_charge": [-0.092, -0.171, -0.207, -0.203, -0.054, -0.082, -0.089, -0.081, -0.035, 0.089, 0.069, 0.093, 0.132, 0.107, 0.104, 0.106, 0.105, 0.116, -0.146, 0.885, -0.144, -0.171, -0.377, -0.033, -0.047, -0.040, -0.046, -0.028, 0.095, 0.047, 0.052, 0.055, 0.047, 0.059, 0.053, 0.095, 0.095, 0.136, 0.124, 0.119, 0.125, 0.135]
}

---

# 4
{
  "formula": "C17H24AgF5N3O2V",
  "method": "ωB97M-V/def2-TZVPD",
  "homo_ev": -14.687,
  "de_lowest_ev": 0.151,
  "spin_multiplicity": 1,
  "charge": 2,
  "elements": ["N", "C", "O", "Ag", "V", "N", "N", "C", "C", "C", "C", "C", "C", "C", "C", "H", "H", "H", "H", "H", "H", "H", "H", "H", "H", "H", "H", "H", "H", "H", "H", "H", "H", "C", "H", "H", "H", "C", "H", "H", "H", "F", "C", "C", "F", "C", "F", "C", "O", "C", "F", "C", "F"],
  "coordinates": [[-1.23233, 0.34456, 1.79524], [-1.28535, 1.42764, 2.40046], [-1.02525, 2.54718, 2.74648], [-2.94578, 0.53453, 3.36266], [-0.22644, -0.24600, 0.26596], [-1.56606, -0.46681, -0.97376], [0.49199, -1.89652, 0.65997], [-2.94813, 0.04458, -1.08148], [1.73064, -2.04519, 1.46768], [-3.75965, -0.51388, 0.07772], [-3.63694, -0.35490, -2.38453], [-2.91645, 1.56789, -0.99553], [1.74187, -3.33297, 2.28283], [2.94391, -2.01829, 0.54338], [1.82044, -0.84446, 2.41336], [-3.74263, -1.61215, 0.05993], [-4.79754, -0.16602, -0.01125], [-3.37790, -0.18646, 1.05557], [-3.14682, 0.07841, -3.26289], [-4.66376, 0.02628, -2.36135], [-3.68911, -1.44444, -2.49158], [-2.52161, 1.91457, -0.03360], [-3.93194, 1.96052, -1.11363], [-2.29148, 1.98339, -1.79470], [0.84780, -3.40646, 2.91427], [2.62129, -3.33155, 2.93904], [1.81344, -4.22086, 1.64296], [2.92608, -2.85600, -0.16153], [3.86179, -2.08701, 1.14023], [2.98454, -1.08138, -0.02166], [1.87349, 0.09891, 1.85184], [2.72194, -0.94253, 3.02824], [0.94427, -0.80972, 3.07020], [-0.22086, -3.09217, 0.22998], [-1.20929, -2.80858, -0.15417], [0.32282, -3.63683, -0.56032], [-0.38378, -3.78745, 1.06627], [-0.86346, -0.81723, -2.21174], [-1.01875, -0.06758, -3.00632], [0.22316, -0.87343, -2.01753], [-1.18859, -1.79427, -2.60937], [3.71334, 5.48958, -1.42864], [3.06207, 4.35313, -1.12370], [3.75447, 3.14255, -1.11705], [5.07394, 3.11126, -1.40015], [3.08370, 1.97389, -0.81978], [3.76249, 0.79413, -0.85215], [1.71320, 1.99617, -0.48690], [1.09081, 0.87873, -0.13120], [1.02909, 3.23029, -0.51474], [-0.29834, 3.27226, -0.22429], [1.69801, 4.39755, -0.82485], [1.03765, 5.57313, -0.84390]],
  "lowdin_charge": [-0.036, -0.526, 0.176, 0.998, 1.066, -0.144, -0.106, -0.624, -0.614, -0.045, -0.025, -0.018, -0.031, -0.009, -0.038, 0.102, 0.109, 0.009, 0.096, 0.110, 0.104, 0.063, 0.111, 0.103, 0.098, 0.111, 0.100, 0.102, 0.116, 0.063, 0.071, 0.115, 0.083, -0.066, 0.075, 0.122, 0.103, -0.073, 0.116, 0.092, 0.121, 0.156, -0.088, -0.103, 0.147, -0.092, 0.107, -0.187, -0.157, -0.099, 0.098, -0.106, 0.143]
}

---

# 5
{
  "formula": "C17H24AsBrN2O2SSiV",
  "method": "ωB97M-V/def2-TZVPD",
  "homo_ev": [-11.877, -11.883],
  "de_lowest_ev": 0.000,
  "spin_multiplicity": 3,
  "charge": 1,
  "s2": 2.03,
  "elements": ["V", "C", "Si", "C", "C", "C", "C", "C", "C", "N", "C", "S", "H", "H", "H", "H", "H", "H", "H", "H", "H", "H", "H", "H", "Br", "C", "C", "N", "C", "C", "C", "C", "O", "O", "H", "H", "H", "C", "As", "C", "C", "H", "H", "H", "H", "H", "H", "H", "H", "H"],
  "coordinates": [[0.53485, -0.69431, -0.70699], [0.83692, 4.24168, 2.15902], [-0.84130, 3.47456, 2.41016], [-2.03774, 3.92806, 1.04876], [-1.52749, 3.94704, 4.07827], [-0.68984, 1.57127, 2.39448], [-1.08190, 0.79280, 3.48516], [-1.00208, -0.59624, 3.46906], [-0.53391, -1.21418, 2.32964], [-0.15678, -0.49648, 1.26852], [-0.21584, 0.84552, 1.30566], [0.39819, 1.50485, -0.23175], [0.75299, 5.32873, 2.22677], [1.27047, 4.00252, 1.18759], [1.53501, 3.91557, 2.93253], [-2.17358, 5.01065, 1.00461], [-3.01700, 3.47883, 1.22995], [-1.68314, 3.60318, 0.06905], [-1.63008, 5.03290, 4.13155], [-0.86516, 3.64625, 4.89262], [-2.51573, 3.51972, 4.25989], [-1.45696, 1.28154, 4.37607], [-1.29815, -1.18622, 4.32415], [-0.44718, -2.29010, 2.24816], [6.52634, -5.03074, -1.08734], [5.31849, -4.01155, -2.10607], [5.47300, -3.92872, -3.48792], [4.66026, -3.22699, -4.27071], [3.65619, -2.57613, -3.70009], [3.42628, -2.60564, -2.32757], [4.27608, -3.34025, -1.50492], [2.30157, -1.86537, -1.75845], [2.05851, -1.90016, -0.48496], [1.51289, -1.16696, -2.46306], [6.28664, -4.45368, -3.97422], [3.00517, -2.00370, -4.34916], [4.11889, -3.37488, -0.43587], [-2.57872, -2.76663, -1.78369], [-1.87749, -0.97574, -1.56645], [-2.16568, -0.15435, -3.28988], [-3.16639, -0.11378, -0.41156], [-3.60510, -2.71038, -2.14269], [-2.55669, -3.28962, -0.82949], [-1.97170, -3.31086, -2.50458], [-3.20483, -0.27994, -3.58942], [-1.51044, -0.61940, -4.02375], [-1.92732, 0.90535, -3.22105], [-4.16596, -0.21894, -0.83015], [-2.91073, 0.94153, -0.32643], [-3.13379, -0.57062, 0.57655]],
  "lowdin_charge": [0.642, -0.171, 0.511, -0.175, -0.178, -0.211, -0.039, -0.032, -0.098, -0.105, -0.672, 0.713, 0.042, 0.012, 0.042, 0.041, 0.037, 0.007, 0.043, 0.041, 0.040, 0.105, 0.116, 0.127, 0.794, -0.661, -0.149, 0.097, -0.055, -0.117, -0.031, -0.527, -0.093, -0.074, 0.113, 0.129, 0.123, -0.267, 1.065, -0.260, -0.261, 0.043, 0.033, 0.037, 0.044, 0.040, 0.038, 0.046, 0.024, 0.033]
}